Computed, not measured: a structure of composition C29H54P2SiSm, with the ωB97M-V functional and the def2-TZVPD basis.

Geometry as XYZ:
```
87
C29H54P2SiSm | the Open Molecules 2025 dataset | the ωB97M-V functional and the def2-TZVPD basis
Sm -0.20762 0.11222 -0.49728
C -2.30282 1.73538 -0.07986
C -2.68099 0.78922 -1.09161
C -2.48408 -0.34908 0.91690
C -2.29444 1.04447 1.16466
C -2.78174 -0.50583 -0.47344
C -1.99565 3.17500 -0.26471
H -1.61232 3.37101 -1.27417
H -1.23493 3.51243 0.45025
H -2.89718 3.78187 -0.10404
C -2.09266 1.62388 2.50337
H -1.86140 2.68935 2.47221
H -1.24694 1.13063 2.97094
H -2.94674 1.45579 3.15327
C -2.36191 -1.41532 1.93583
H -3.30545 -1.54750 2.47070
H -1.57946 -1.15712 2.66050
H -2.08073 -2.37535 1.48258
C -3.19596 -1.75914 -1.14221
H -4.28472 -1.88803 -1.12695
H -2.76224 -2.63298 -0.65179
H -2.87658 -1.78969 -2.18945
C -3.01880 1.11012 -2.49335
H -3.99845 1.59027 -2.60700
H -3.00194 0.21340 -3.11593
H -2.27796 1.78780 -2.93080
C 1.56217 0.46003 -3.20746
C 0.51592 1.30233 -3.36121
C -0.11586 1.55467 -4.70400
C -0.99749 0.42968 -5.33481
C -1.10477 -0.88431 -4.60525
C -0.05501 -1.70366 -4.45826
C 1.29916 -1.39212 -5.04893
C 2.16007 -0.29260 -4.36966
H 0.65759 1.81613 -5.44670
H -0.62356 0.25528 -6.36111
H -0.75177 2.45042 -4.61476
H 2.47590 0.41137 -5.16034
H 2.14256 0.38562 -2.27120
H 0.18848 2.00345 -2.56737
H 3.08528 -0.77246 -4.01617
H 1.88185 -2.32882 -5.02627
H -0.15075 -2.69666 -4.00455
H 1.18307 -1.12021 -6.11434
H -2.02002 0.82896 -5.44299
H -2.11872 -1.18774 -4.33007
P 1.79356 1.94925 0.69118
C 1.58250 2.86636 2.25010
H 2.50390 3.40564 2.50653
H 1.35659 2.12155 3.02236
H 0.73354 3.55969 2.17955
C 3.50008 1.32390 0.90684
H 4.12468 2.09982 1.37075
H 3.91432 1.03476 -0.06895
H 3.47230 0.43682 1.55213
C 2.07665 3.33194 -0.48510
H 2.46669 2.94381 -1.43477
H 2.78580 4.05215 -0.05516
H 1.12366 3.83923 -0.69125
P 1.05573 -2.50546 -0.07979
C 0.00453 -3.80975 -0.85787
H 0.64200 -4.62387 -1.21837
H -0.54049 -3.38343 -1.71136
H -0.72765 -4.19587 -0.13783
C 2.57229 -2.83449 -1.08002
H 2.31745 -2.85302 -2.15068
H 3.01819 -3.79391 -0.78323
H 3.29706 -2.02758 -0.91290
C 1.50191 -3.25376 1.52352
H 1.77235 -4.31141 1.41173
H 0.65694 -3.14968 2.21955
H 2.34149 -2.69784 1.96599
C -1.21346 0.59509 5.48575
Si 0.41551 -0.22626 4.92417
C 1.78051 0.80368 5.72314
C 0.30372 -1.98016 5.61375
C 0.59671 -0.19099 3.06168
C 0.61535 -0.07924 1.79896
H -1.30881 0.57102 6.57671
H -2.08384 0.07196 5.06495
H -1.25750 1.64786 5.17095
H 1.74731 0.73100 6.82044
H 2.77674 0.48446 5.39121
H 1.65508 1.86456 5.46304
H -0.64221 -2.44122 5.29322
H 1.13065 -2.61418 5.27120
H 0.30775 -1.98463 6.71470
```

Summary:
Strongest force on any atom, eV/Å: 3.5
Charge: +1
Spin multiplicity: 6
Orbital gap (alpha / beta), eV: 7.49 / 7.94
Expectation value of S²: 8.775

Computed, not measured: a cluster of 3 separate species, C29H55BN2O12P3 in total, with the ωB97M-V functional and the def2-TZVPD basis.

Geometry as XYZ:
```
102
C29H55BN2O12P3 | the Open Molecules 2025 dataset | the ωB97M-V functional and the def2-TZVPD basis
C -5.94797 -1.55678 7.90422
O -5.24388 -0.87724 6.82573
C -5.78743 0.46892 6.77955
C -6.60622 0.71328 5.38930
C -6.28816 2.22069 4.91668
C -5.07313 2.35341 3.86778
C -3.87973 1.29968 4.16966
C -2.80246 1.46548 2.98142
C -2.23910 0.08030 2.41920
N -0.94731 -0.37650 2.85298
C -0.34859 -1.63723 2.37935
C 1.10394 -2.00007 3.03844
C 2.30692 -1.31464 2.20559
C 3.70434 -2.10041 2.28593
C 4.17225 -2.50598 3.76805
N 5.26032 -1.60893 4.32819
C 4.92072 -1.46997 5.78107
C 4.19981 -0.15305 6.34719
O 5.17536 -2.40868 6.59031
C -1.04212 -2.59384 1.33730
P -0.06044 -4.12515 0.92662
O -0.66916 -5.42322 1.51706
C -2.43921 -2.13351 0.84325
C -3.21696 -2.97412 -0.18709
B -2.82196 -4.33446 -0.95969
C -2.22394 -4.17603 -2.48864
O -3.01075 -5.63345 -0.36496
C -4.64884 -2.41958 -0.56594
C -5.27849 -1.11600 0.01110
C -4.47609 -0.25181 1.00735
C -3.05906 -0.78213 1.41389
H -5.39412 -2.53737 8.10854
H -7.03314 -1.71533 7.54339
H -5.90989 -0.96049 8.89636
H -4.87539 1.18323 6.78049
H -6.47970 0.73431 7.65191
H -6.30440 -0.05966 4.58066
H -7.74149 0.56689 5.53659
H -5.99111 2.81934 5.85366
H -7.22625 2.63145 4.39591
H -5.46758 2.29440 2.79270
H -4.59229 3.40166 3.98093
H -3.40596 1.59939 5.16954
H -4.22690 0.20253 4.14899
H -1.90121 2.12283 3.24069
H -3.33269 1.98148 2.09003
H -0.43660 0.21218 3.53511
H 1.08511 -1.51116 4.09100
H 1.22590 -3.12092 3.22354
H 2.42519 -0.21244 2.52022
H 1.97116 -1.31030 1.09633
H 3.63395 -3.05011 1.65626
H 4.53370 -1.43727 1.83827
H 4.63783 -3.56126 3.70117
H 3.33211 -2.57850 4.54033
H 5.20561 -0.65924 3.92776
H 4.51292 0.01611 7.43199
H 3.05825 -0.29022 6.31905
H 4.46302 0.71070 5.64522
H 1.31785 -4.09910 1.37358
H 0.02604 -4.25658 -0.51956
H -1.68880 -5.12019 -2.83779
H -1.53842 -3.24693 -2.44295
H -3.11646 -3.86970 -3.14936
H -3.99239 -5.74638 -0.29526
H -5.31399 -3.00001 -1.31188
H -6.33296 -0.76750 -0.28988
H -4.88867 0.71155 1.46554
C 0.59770 1.11063 -0.20244
O 1.90210 1.17253 -0.77053
P 1.94942 1.81583 -2.37042
O 3.38900 1.34215 -2.54157
O 1.91684 3.34626 -1.78790
C 2.98709 3.78736 -0.96680
O 1.85443 2.44151 -3.96433
C 2.38628 1.64227 -5.01073
H 0.67091 0.68340 0.79918
H 0.16881 2.11476 -0.13322
H -0.04478 0.47301 -0.81549
H 3.88666 3.17921 -1.07689
H 2.66703 3.76773 0.07879
H 3.23088 4.81588 -1.23672
H 2.14606 0.58868 -4.85513
H 3.46612 1.78042 -5.07488
H 1.94167 1.96938 -5.95286
C 4.46776 3.62177 -7.90047
O 4.40812 2.36989 -8.58119
P 4.17875 2.49942 -10.28438
O 3.87097 1.00808 -10.38013
O 5.77822 2.76849 -10.51020
C 6.70011 1.75590 -10.13811
O 3.91835 2.76755 -11.95852
C 2.78358 2.15203 -12.54779
H 4.60668 3.43332 -6.83474
H 5.30973 4.21525 -8.26740
H 3.53462 4.17052 -8.04890
H 6.23794 0.77112 -10.04978
H 7.15836 2.02360 -9.18215
H 7.48272 1.70296 -10.89647
H 1.92260 2.20070 -11.87802
H 3.01016 1.11559 -12.80021
H 2.54426 2.68642 -13.46957
```

Summary:
Strongest force on any atom, eV/Å: 9.8
Charge: +1
Orbital gap, eV: 6.00

Computed, not measured: a cluster of 6 separate species, C29H55BN2O24PS5 in total, with the ωB97M-V functional and the def2-TZVPD basis.

Geometry as XYZ:
```
117
C29H55BN2O24PS5 | the Open Molecules 2025 dataset | the ωB97M-V functional and the def2-TZVPD basis
C 4.20434 2.08746 3.24915
C 3.39925 1.65332 2.47158
C 2.55825 1.03989 1.46137
P 3.32600 -0.52814 0.59631
C 4.88135 -0.87752 1.46707
O 2.34503 -1.75080 1.08031
C 1.30054 0.46582 2.02938
N 0.26831 0.91520 1.44292
C 0.46491 1.94319 0.37854
O -0.34622 2.96709 0.83934
C -0.80092 3.93244 -0.12022
C -2.20518 3.64066 -0.71240
C -3.10437 4.87609 -0.53839
C -2.89308 2.42802 -0.07305
C -4.08296 1.93954 -0.95352
C -5.44713 2.09539 -0.25332
C -3.89554 0.48126 -1.37494
B 0.20143 1.19308 -1.04380
O -0.03820 1.86496 -2.22399
O 0.26154 -0.16968 -1.00056
C 0.38168 -0.83242 -2.27772
C 0.66990 -2.33337 -2.11908
C 2.00561 2.10792 0.45995
N 2.53114 2.10837 -0.88152
C 3.76976 2.29213 -1.13365
C 4.65892 3.29982 -0.44433
C 4.38122 1.49583 -2.24522
H 4.95569 2.63037 3.77928
H 5.66931 -0.89068 0.71624
H 4.82152 -1.85517 1.95071
H 5.14230 -0.14793 2.23457
H 1.56685 -1.76844 0.50505
H 1.30786 -0.28564 2.81309
H -0.66003 0.60464 1.71436
H -0.07495 4.12445 -0.91074
H -0.87780 4.85696 0.45462
H -2.08553 3.41371 -1.77608
H -3.99166 4.80143 -1.16591
H -3.44784 4.88441 0.49852
H -2.54246 5.78455 -0.75090
H -3.28342 2.67776 0.91560
H -2.22204 1.56814 0.03308
H -4.09504 2.52209 -1.87886
H -5.75430 1.16316 0.22339
H -6.22167 2.37033 -0.96998
H -5.40030 2.88502 0.49810
H -3.06322 0.34985 -2.07576
H -4.78255 0.11907 -1.90180
H -3.75206 -0.18167 -0.51636
H -0.96079 1.81255 -2.50064
H 1.17722 -0.38374 -2.86877
H -0.55624 -0.73961 -2.82521
H -0.25425 -2.87136 -2.33152
H 1.36255 -2.61635 -2.91147
H 1.04795 -2.60443 -1.13732
H 2.14852 3.09170 0.93936
H 5.15136 2.90754 0.44722
H 5.45164 3.57718 -1.14096
H 4.09501 4.20195 -0.21078
H 4.76521 2.11829 -3.05493
H 5.21836 0.93683 -1.81389
H 3.66144 0.75392 -2.58390
C 2.69515 1.45633 -5.24023
C 2.28964 2.01232 -6.58908
O 2.38126 0.88376 -7.47077
S 2.00107 -0.45654 -6.68967
O 0.64081 -0.77959 -6.91974
O 3.03505 -1.40339 -6.88874
O 2.11647 0.14625 -5.20440
H 3.77832 1.35142 -5.15655
H 2.31834 2.04676 -4.40739
H 2.94193 2.80943 -6.93337
H 1.25605 2.36383 -6.58457
C 2.64029 -4.74821 6.04034
C 1.62808 -5.49885 5.20116
O 0.98176 -4.46589 4.43034
S 2.03034 -3.31074 4.09869
O 2.54506 -3.47571 2.78927
O 1.45293 -2.06224 4.47250
O 3.14063 -3.72649 5.15787
H 2.17257 -4.26352 6.89817
H 3.45833 -5.37689 6.37890
H 0.89382 -6.03023 5.79899
H 2.11052 -6.19263 4.51080
C -1.51684 -6.04783 1.35437
C -0.63548 -5.22693 0.43628
O -1.36531 -5.15186 -0.79215
S -2.93563 -5.13608 -0.48303
O -3.38855 -3.78891 -0.49311
O -3.55207 -6.14444 -1.26135
O -2.84992 -5.61991 1.03621
H -1.43531 -7.11439 1.13819
H -1.31112 -5.87395 2.40694
H 0.33872 -5.67843 0.27086
H -0.50542 -4.21057 0.81746
C -5.37025 -2.76458 -2.78002
C -6.52528 -3.54774 -3.36457
O -7.34727 -2.54361 -3.98132
S -6.43204 -1.36438 -4.54997
O -6.19684 -1.56424 -5.93279
O -6.93225 -0.13233 -4.05486
O -5.09662 -1.74606 -3.75377
H -5.65245 -2.27940 -1.84351
H -4.48678 -3.37108 -2.61575
H -7.09314 -4.08888 -2.61373
H -6.19030 -4.24258 -4.13688
C 0.95712 2.64505 5.54124
C 1.09138 2.93281 7.02268
O 2.16843 3.87549 7.09617
S 2.16181 4.81394 5.80311
O 1.49499 6.02596 6.10096
O 3.46013 4.79346 5.23238
O 1.18164 3.91049 4.90852
H 1.72440 1.94596 5.19819
H -0.02773 2.26878 5.27531
H 1.33208 2.04892 7.60612
H 0.19182 3.40255 7.42468
```

Summary:
Strongest force on any atom, eV/Å: 2.9
Charge: +1
Orbital gap, eV: 8.10

- Which of these has the lowest strongest force on any atom?
  C29H55BN2O24PS5

- What is the charge in the second record?
  +1